[1]
Density functional theory data (the ωB97M-V functional and the def2-TZVPD basis) for a molecular structure, C25H30MoN8S4.

Output
Energy above the lowest of the compared OMol25 structures with the same formula, charge and spin, kJ/mol: 0.0
HOMO (alpha / beta), eV: -12.32 / -12.33
Net charge: +2
Energy, a.u.: -3069.1683

Last column: Mulliken charge in e.
Geometry (Å):
1 Mo 0.37 0.31 -1.24  -0.94
2 C 3.86 -0.61 1.40  -1.99
3 C 2.55 -0.23 0.80  0.65
4 N 2.28 -0.37 -0.45  1.46
5 N 3.23 -0.88 -1.29  -1.17
6 C 3.06 -0.78 -2.64  0.52
7 N 4.01 -1.30 -3.40  -0.36
8 S 1.74 0.02 -3.33  -0.26
9 C 1.43 0.34 1.58  0.92
10 C 1.50 0.57 2.94  -1.11
11 C 0.38 1.05 3.61  -0.83
12 C -0.77 1.30 2.90  -1.08
13 C -0.77 1.08 1.53  -0.35
14 N 0.30 0.61 0.88  0.94
15 H 4.08 -1.66 1.20  0.44
16 H 3.88 -0.48 2.47  0.45
17 H 4.66 0.00 0.97  0.39
18 H 4.03 -1.35 -0.90  0.29
19 H 4.83 -1.75 -3.03  0.19
20 H 3.92 -1.26 -4.40  0.28
21 H 2.40 0.36 3.50  0.36
22 H 0.42 1.23 4.68  0.49
23 H -1.67 1.66 3.37  0.57
24 H -1.66 1.25 0.92  0.77
25 S -6.16 -1.95 -1.25  -0.23
26 C -4.84 -1.00 -1.23  0.13
27 S -4.11 -0.31 -2.69  -0.08
28 C -2.83 0.34 -1.73  0.25
29 N -2.95 0.15 -0.47  -0.16
30 N -4.08 -0.56 -0.18  0.08
31 C -4.32 -0.83 1.21  0.24
32 C -3.26 -1.26 1.99  0.33
33 C -3.47 -1.50 3.34  -1.04
34 C -4.72 -1.30 3.90  -0.59
35 C -5.77 -0.86 3.10  -0.67
36 C -5.58 -0.62 1.75  -0.44
37 S -1.43 1.18 -2.37  -0.19
38 H -2.29 -1.43 1.55  0.34
39 H -2.65 -1.85 3.96  0.47
40 H -4.89 -1.50 4.95  0.43
41 H -6.75 -0.71 3.53  0.40
42 H -6.39 -0.28 1.13  0.50
43 N 2.74 6.28 -1.28  -0.43
44 C 2.30 5.02 -1.26  1.12
45 C 1.00 4.69 -0.83  -1.00
46 C 0.59 3.38 -0.85  -0.44
47 N 1.36 2.35 -1.26  0.46
48 C 2.61 2.67 -1.63  -0.32
49 C 3.11 3.94 -1.65  -0.98
50 H 2.14 7.05 -1.02  0.21
51 H 3.66 6.51 -1.61  0.20
52 H 0.31 5.45 -0.50  0.38
53 H -0.42 3.14 -0.54  0.39
54 H 3.24 1.85 -1.95  0.27
55 H 4.13 4.10 -1.97  0.39
56 C 1.26 -3.73 -1.96  -1.47
57 C 0.44 -2.90 -0.97  0.95
58 C -0.76 -3.71 -0.46  -1.46
59 C -0.08 -1.64 -1.62  1.69
60 H 1.62 -4.64 -1.47  0.42
61 H 2.11 -3.20 -2.36  0.25
62 H 0.63 -4.04 -2.80  0.40
63 H 1.07 -2.63 -0.10  -0.02
64 H -1.40 -4.01 -1.29  0.38
65 H -1.36 -3.14 0.25  0.27
66 H -0.41 -4.61 0.05  0.47
67 H -0.86 -1.10 -0.94  -1.40
68 H -0.60 -1.87 -2.55  0.84


[2]
Density functional theory data (the ωB97M-V functional and the def2-TZVPD basis) for a single C25H30N2O4 molecule.

Output
Energy above the lowest of the compared OMol25 structures with the same formula, charge and spin, kJ/mol: 36.3
SMILES: COCCC(=O)N1CCC(Oc2ccc(C(=O)NC3Cc4ccccc4C3)cc2)CC1
HOMO, eV: -8.70
Net charge: 0
Energy, a.u.: -1381.1531

Last column: Mulliken charge in e.
Geometry (Å):
1 C -8.54 -3.41 -0.08  -0.67
2 O -7.24 -3.05 0.32  -0.38
3 C -7.03 -1.66 0.47  -0.07
4 C -6.99 -0.90 -0.86  -0.85
5 C -6.57 0.55 -0.63  0.77
6 O -7.41 1.42 -0.52  -0.67
7 N -5.25 0.82 -0.55  0.08
8 C -4.14 -0.11 -0.56  -1.03
9 C -3.41 -0.08 0.78  -0.52
10 C -2.93 1.35 1.10  -0.08
11 O -1.98 1.79 0.15  -0.34
12 C -0.68 1.41 0.24  0.67
13 C -0.14 0.58 1.22  -0.04
14 C 1.21 0.29 1.20  -1.10
15 C 2.05 0.79 0.22  0.29
16 C 3.50 0.44 0.29  0.40
17 O 4.04 0.18 1.35  -0.66
18 N 4.14 0.42 -0.91  -0.16
19 C 5.54 0.12 -1.08  -0.20
20 C 5.95 -1.29 -0.59  -0.91
21 C 7.41 -1.11 -0.27  0.50
22 C 8.39 -2.07 -0.12  -0.72
23 C 9.68 -1.67 0.19  -0.49
24 C 9.98 -0.32 0.34  -0.48
25 C 9.00 0.64 0.19  -0.72
26 C 7.71 0.24 -0.12  0.44
27 C 6.48 1.07 -0.32  -0.92
28 C 1.51 1.63 -0.75  -0.49
29 C 0.17 1.94 -0.74  -0.86
30 C -4.12 2.31 1.02  -1.00
31 C -4.82 2.19 -0.33  -1.04
32 H -9.29 -2.97 0.58  0.31
33 H -8.58 -4.50 0.00  0.27
34 H -8.75 -3.11 -1.11  0.27
35 H -7.82 -1.23 1.11  0.35
36 H -6.08 -1.58 0.99  0.01
37 H -7.99 -0.86 -1.29  0.44
38 H -6.33 -1.41 -1.56  0.38
39 H -4.48 -1.12 -0.77  0.51
40 H -3.44 0.20 -1.35  0.26
41 H -2.56 -0.76 0.74  0.47
42 H -4.08 -0.40 1.58  0.38
43 H -2.50 1.39 2.11  0.42
44 H -0.75 0.16 2.00  0.36
45 H 1.64 -0.35 1.97  0.43
46 H 3.59 0.56 -1.74  0.32
47 H 5.75 0.19 -2.15  0.50
48 H 5.41 -1.52 0.33  0.34
49 H 5.76 -2.07 -1.32  0.40
50 H 8.15 -3.12 -0.23  0.43
51 H 10.46 -2.41 0.31  0.38
52 H 10.99 -0.03 0.57  0.38
53 H 9.23 1.69 0.30  0.43
54 H 6.04 1.32 0.65  0.33
55 H 6.67 2.00 -0.87  0.41
56 H 2.14 2.08 -1.51  0.40
57 H -0.26 2.60 -1.47  0.43
58 H -3.77 3.34 1.15  0.43
59 H -4.82 2.08 1.82  0.41
60 H -5.71 2.82 -0.36  0.43
61 H -4.13 2.48 -1.12  0.37


[3]
Density functional theory data (the ωB97M-V functional and the def2-TZVPD basis) for a single C25H30N2O6S molecule.

Output
Energy above the lowest of the compared OMol25 structures with the same formula, charge and spin, kJ/mol: 144.8
SMILES: COc1ccc(NC(=O)Cc2coc3cc(C)c(C(C)C)cc23)cc1S(=O)(=O)N1CCOCC1
HOMO, eV: -8.16
Net charge: 0
Energy, a.u.: -1929.7715

Last column: Mulliken charge in e.
Geometry (Å):
1 C 1.76 5.81 0.06  -1.11
2 O 1.94 4.43 0.29  -0.26
3 C 0.84 3.65 0.44  0.63
4 C -0.48 4.08 0.29  -0.94
5 C -1.54 3.21 0.44  -0.66
6 C -1.32 1.87 0.73  -0.07
7 N -2.33 0.93 0.89  0.12
8 C -3.68 1.11 0.87  0.75
9 O -4.25 2.16 0.70  -0.65
10 C -4.42 -0.21 1.09  -1.17
11 C -4.07 -1.20 0.03  0.41
12 C -4.72 -1.39 -1.15  -0.74
13 O -4.12 -2.32 -1.93  -0.48
14 C -3.04 -2.75 -1.24  -1.16
15 C -2.12 -3.71 -1.63  -1.37
16 C -1.08 -4.01 -0.77  1.26
17 C -0.10 -5.07 -1.19  -1.77
18 C -0.96 -3.36 0.48  -0.16
19 C 0.20 -3.70 1.39  0.65
20 C -0.12 -3.55 2.88  -1.91
21 C 1.42 -2.84 1.03  -1.27
22 C -1.89 -2.41 0.85  0.32
23 C -2.94 -2.09 -0.01  1.05
24 C 0.00 1.43 0.88  -0.49
25 C 1.05 2.31 0.75  0.31
26 S 2.69 1.64 1.05  1.08
27 O 2.49 0.34 1.63  -0.68
28 O 3.48 2.58 1.77  -0.71
29 N 3.48 1.35 -0.40  0.09
30 C 3.93 2.51 -1.13  -0.70
31 C 2.97 2.82 -2.30  -0.34
32 O 1.71 2.24 -2.07  -0.35
33 C 1.76 0.83 -2.08  -0.60
34 C 2.93 0.30 -1.22  -0.43
35 H 1.25 5.99 -0.89  0.42
36 H 1.20 6.28 0.87  0.40
37 H 2.76 6.23 0.03  0.24
38 H -0.69 5.12 0.06  0.44
39 H -2.55 3.57 0.32  0.56
40 H -2.00 -0.02 1.02  -0.05
41 H -4.16 -0.61 2.08  0.33
42 H -5.49 0.00 1.07  0.41
43 H -5.61 -0.93 -1.54  0.51
44 H -2.22 -4.21 -2.58  0.38
45 H -0.31 -5.40 -2.21  0.38
46 H 0.93 -4.71 -1.16  0.29
47 H -0.17 -5.94 -0.54  0.35
48 H 0.46 -4.75 1.22  0.58
49 H 0.67 -4.00 3.47  0.47
50 H -0.18 -2.50 3.17  0.31
51 H -1.06 -4.04 3.12  0.42
52 H 1.27 -1.80 1.34  0.16
53 H 2.30 -3.21 1.55  0.38
54 H 1.61 -2.86 -0.04  0.33
55 H -1.82 -1.95 1.82  0.83
56 H 0.22 0.41 1.13  0.65
57 H 4.95 2.32 -1.50  0.36
58 H 3.97 3.33 -0.41  0.37
59 H 2.80 3.89 -2.40  0.25
60 H 3.38 2.43 -3.25  0.35
61 H 0.80 0.50 -1.70  0.27
62 H 1.87 0.47 -3.12  0.40
63 H 3.74 -0.08 -1.85  0.39
64 H 2.61 -0.48 -0.54  0.16


[4]
Density functional theory data (the ωB97M-V functional and the def2-TZVPD basis) for a single C25H30N4O2 molecule.

Output
Energy above the lowest of the compared OMol25 structures with the same formula, charge and spin, kJ/mol: 170.0
SMILES: COc1cccc(-c2ccc(NC(=O)[C@@H]3CCCN(CCCn4cccn4)C3)cc2)c1
HOMO, eV: -8.09
Net charge: 0
Energy, a.u.: -1340.1685

Last column: Mulliken charge in e.
Geometry (Å):
1 C -0.67 7.45 -3.23  -0.89
2 O -0.64 6.34 -2.37  -0.41
3 C 0.30 5.38 -2.58  0.59
4 C 1.24 5.40 -3.60  -0.45
5 C 2.14 4.35 -3.71  -0.83
6 C 2.12 3.29 -2.84  -0.83
7 C 1.17 3.26 -1.81  0.53
8 C 1.13 2.14 -0.86  0.35
9 C 1.30 0.82 -1.30  -1.18
10 C 1.24 -0.23 -0.41  0.16
11 C 1.01 0.00 0.95  0.13
12 N 0.89 -1.10 1.80  0.64
13 C 1.04 -1.15 3.14  0.19
14 O 1.35 -0.21 3.85  -0.70
15 C 0.82 -2.55 3.73  0.54
16 C 2.08 -3.41 3.60  -1.23
17 C 2.27 -3.92 2.18  -0.54
18 C 1.00 -4.59 1.67  -1.05
19 N -0.12 -3.67 1.72  0.55
20 C -1.33 -4.19 1.08  -1.05
21 C -2.24 -3.07 0.58  -0.48
22 C -1.70 -2.42 -0.69  -0.04
23 N -2.49 -1.29 -1.09  1.06
24 C -2.36 -0.01 -0.68  0.01
25 C -3.37 0.70 -1.29  -0.92
26 C -4.07 -0.25 -2.04  -0.29
27 N -3.53 -1.45 -1.90  -1.21
28 C -0.38 -3.28 3.11  -1.50
29 C 0.87 1.31 1.40  -0.55
30 C 0.93 2.36 0.50  -0.90
31 C 0.27 4.30 -1.69  -0.51
32 H -0.87 7.15 -4.26  0.35
33 H -1.49 8.08 -2.87  0.25
34 H 0.26 8.02 -3.19  0.35
35 H 1.29 6.21 -4.30  0.40
36 H 2.88 4.38 -4.50  0.37
37 H 2.84 2.49 -2.93  0.50
38 H 1.46 0.63 -2.35  0.47
39 H 1.38 -1.24 -0.76  0.39
40 H 0.63 -1.99 1.36  -0.32
41 H 0.61 -2.39 4.79  0.40
42 H 2.95 -2.84 3.93  0.39
43 H 1.97 -4.27 4.27  0.46
44 H 2.54 -3.09 1.52  0.21
45 H 3.09 -4.64 2.15  0.44
46 H 0.80 -5.50 2.27  0.43
47 H 1.14 -4.90 0.63  0.47
48 H -1.88 -4.84 1.78  0.35
49 H -1.03 -4.80 0.23  0.45
50 H -3.23 -3.49 0.37  0.46
51 H -2.36 -2.31 1.35  0.23
52 H -0.67 -2.09 -0.53  -0.37
53 H -1.72 -3.14 -1.51  0.32
54 H -1.57 0.30 -0.03  0.37
55 H -3.57 1.75 -1.21  0.40
56 H -4.93 -0.11 -2.67  0.45
57 H -0.60 -4.17 3.72  0.48
58 H -1.25 -2.63 3.13  0.48
59 H 0.72 1.50 2.45  0.51
60 H 0.83 3.37 0.86  0.55
61 H -0.48 4.30 -0.92  0.55